# 1
{
  "formula": "C33H47Br4ClF11N2O9S",
  "method": "ωB97M-V/def2-TZVPD",
  "orbital_gap_ev": 6.925,
  "e_tot_ha": -14324.89960,
  "spin_multiplicity": 1,
  "total_charge": 1,
  "de_lowest_kcal_mol": 0.0,
  "lumo_ha": -0.088,
  "homo_energy_ev": -9.33,
  "symbols": ["C", "C", "C", "C", "C", "C", "C", "C", "C", "C", "N", "C", "C", "F", "C", "Br", "C", "C", "Br", "N", "Cl", "C", "C", "C", "O", "C", "C", "F", "F", "F", "C", "Br", "C", "C", "Br", "C", "S", "O", "O", "C", "F", "F", "C", "F", "F", "C", "F", "F", "F", "H", "H", "H", "H", "H", "H", "H", "H", "H", "H", "H", "H", "H", "H", "H", "H", "H", "H", "H", "H", "H", "H", "H", "H", "H", "H", "H", "H", "H", "H", "H", "H", "H", "H", "H", "H", "H", "H", "H", "C", "C", "O", "C", "O", "O", "H", "H", "H", "H", "C", "C", "O", "C", "O", "O", "H", "H", "H", "H"],
  "positions_angstrom": [[3.78726, 0.18688, -1.50568], [3.75917, 1.69220, -1.47534], [4.17639, 2.47551, -2.70966], [3.39149, 2.35359, -0.34484], [2.17539, 2.03847, 0.50178], [0.86735, 2.07699, -0.31538], [0.50388, 0.71859, -0.94932], [0.58579, 0.74031, -2.48652], [-0.90668, 0.24092, -0.57469], [-1.09586, 0.21948, 0.95368], [-2.07580, -0.87432, 1.35513], [-1.39108, -2.05883, 1.98993], [-2.18325, -2.86927, 3.03981], [-1.60857, -2.55890, 4.29402], [-1.75420, -4.34454, 2.86929], [-2.39633, -5.08379, 1.20999], [-0.17193, -4.45415, 2.96076], [0.19625, -5.60052, 3.91953], [0.71068, -4.86476, 1.27599], [-3.59032, -2.60247, 3.18130], [-4.54797, -3.98700, 3.46977], [-4.25063, -1.52762, 2.40639], [-4.60040, -2.19279, 1.02957], [-5.14606, -1.33903, -0.09611], [-4.19262, -0.36399, -0.51614], [-4.20612, -0.13034, -1.90861], [-3.41094, -1.21155, -2.66717], [-2.43317, -0.67578, -3.40026], [-4.20452, -1.90845, -3.49123], [-2.85572, -2.10992, -1.82229], [-5.61384, -0.97535, 2.99910], [-5.92327, -1.54198, 4.84943], [-5.84599, 0.55786, 2.96741], [-6.11324, 1.19824, 1.60691], [-7.50843, 0.93481, 3.95553], [-3.19680, -0.41605, 2.20156], [-2.55529, 0.41059, 3.72368], [-3.29447, 0.02237, 4.87711], [-1.12870, 0.24654, 3.80692], [-2.80832, 2.26491, 3.52189], [-3.63279, 2.68487, 4.47374], [-3.38551, 2.53493, 2.32814], [-1.49539, 3.09874, 3.61785], [-0.60927, 2.72978, 2.68972], [-1.88060, 4.34896, 3.29098], [-0.83934, 3.16096, 5.04958], [-0.98716, 4.36658, 5.55858], [-1.39650, 2.27496, 5.86655], [0.45330, 2.90207, 4.93962], [3.32248, -0.20468, -0.59958], [4.82594, -0.14612, -1.52042], [3.32034, -0.24747, -2.39482], [4.12716, 1.80270, -3.55817], [3.40873, 3.23694, -2.82972], [5.17243, 2.90973, -2.64279], [4.03436, 3.15816, 0.01043], [2.27038, 1.04740, 0.97229], [2.11763, 2.75364, 1.32256], [0.04828, 2.46969, 0.28631], [1.04216, 2.76835, -1.14187], [1.18587, -0.07698, -0.63460], [-0.33202, 1.19219, -2.87875], [1.43060, 1.32196, -2.84410], [0.60049, -0.27606, -2.88389], [-1.05728, -0.75033, -1.01055], [-1.62474, 0.95125, -0.99369], [-0.12934, 0.05819, 1.41954], [-1.50760, 1.17690, 1.24514], [-2.43770, -1.18360, 0.44698], [-0.50040, -1.68220, 2.48324], [-1.02774, -2.68161, 1.17374], [-2.07339, -4.94194, 3.71425], [0.25686, -3.55158, 3.37874], [1.17376, -5.36964, 4.34647], [0.30947, -6.54763, 3.39983], [-0.49546, -5.65717, 4.75890], [-5.36199, -2.94713, 1.21971], [-3.70298, -2.68170, 0.65131], [-6.12754, -0.92389, 0.14321], [-5.34246, -2.02235, -0.92893], [-3.69979, 0.81868, -2.07396], [-5.22424, -0.08509, -2.29478], [-6.44804, -1.41784, 2.45914], [-5.11441, 1.12620, 3.52610], [-6.96380, 0.71888, 1.12395], [-6.43334, 2.22384, 1.78642], [-5.24853, 1.25522, 0.94688], [-3.68057, 0.37815, 1.63380], [3.19111, -0.20786, -6.70253], [4.24315, -1.23072, -7.08526], [5.31540, -0.90779, -6.19496], [4.80307, -0.27185, -5.11851], [5.40695, -0.01670, -4.12895], [3.49752, 0.03897, -5.32497], [2.17378, -0.57547, -6.80561], [3.29366, 0.72584, -7.25710], [3.92121, -2.25494, -6.89034], [4.56934, -1.14954, -8.11808], [9.96259, 2.72203, -2.84412], [9.00607, 1.54638, -2.78020], [7.73277, 2.19087, -2.86744], [7.90098, 3.38753, -3.47714], [7.01258, 4.08255, -3.84904], [9.21609, 3.67787, -3.60381], [10.90039, 2.49097, -3.34137], [10.17296, 3.14355, -1.85986], [9.11490, 0.86955, -3.62898], [9.08201, 0.97696, -1.85804]],
  "mulliken_charge": [-1.11, 0.72, -0.60, -1.23, -0.42, -1.16, 1.15, -1.97, -1.34, -0.81, 1.97, -1.15, 0.77, -0.52, -1.21, 0.11, -0.09, -1.38, -0.06, 0.43, -0.06, 0.68, -1.30, -1.41, 0.06, -1.19, 1.11, -0.27, -0.32, -0.21, -1.06, 0.02, -0.21, -1.37, 0.04, -3.61, 1.08, -0.59, -0.62, 0.61, -0.25, -0.22, 0.63, 0.00, -0.32, 0.66, -0.24, -0.21, -0.25, 0.41, 0.41, 0.05, 0.01, 0.46, 0.04, 0.38, 0.32, 0.46, 0.35, 0.74, 0.47, 0.42, 0.37, 0.36, 0.48, 0.11, 0.15, -0.17, 0.15, 0.33, 0.42, 0.90, 0.48, 0.41, 0.38, 0.39, 0.96, -0.16, 0.54, 0.79, 0.44, 0.52, 0.87, 0.62, 0.52, 0.73, 0.00, 2.70, -0.35, -0.35, -0.36, 0.49, -0.36, -0.20, 0.29, 0.28, 0.25, 0.31, -0.32, -0.32, -0.23, 0.63, -0.50, -0.36, 0.30, 0.25, 0.24, 0.30]
}

# 2
{
  "formula": "C47H48BGaO6P2",
  "method": "ωB97M-V/def2-TZVPD",
  "orbital_gap_ev": 8.800,
  "e_tot_ha": -4903.73303,
  "spin_multiplicity": 1,
  "total_charge": 0,
  "lumo_ha": 0.022,
  "homo_energy_ev": -8.21,
  "symbols": ["Ga", "C", "C", "C", "O", "C", "C", "O", "C", "O", "C", "C", "C", "C", "C", "C", "C", "C", "C", "C", "C", "C", "C", "O", "C", "C", "C", "C", "C", "C", "C", "C", "C", "C", "C", "C", "H", "H", "H", "H", "H", "H", "H", "H", "H", "H", "H", "H", "H", "H", "H", "H", "H", "H", "H", "H", "H", "H", "H", "H", "H", "H", "H", "H", "C", "P", "C", "C", "C", "C", "C", "C", "C", "P", "C", "C", "H", "H", "H", "H", "H", "H", "H", "H", "H", "H", "H", "H", "H", "H", "H", "H", "O", "B", "O", "C", "C", "C", "C", "C", "C", "H", "H", "H", "H"],
  "positions_angstrom": [[-0.14970, 0.02402, 0.60807], [-3.84791, 3.28305, -0.53737], [-2.39343, 2.84378, -0.40981], [-1.69203, 3.56527, 0.73008], [-2.31178, 1.44260, -0.21211], [-2.12323, 0.89088, -1.51424], [-1.08750, 1.89199, -2.09242], [-1.74749, 3.08715, -1.66183], [0.43405, 1.87448, -1.65107], [0.61402, 1.31513, -0.39587], [0.95084, 3.31769, -1.61181], [1.67462, 3.75802, -0.51424], [2.14552, 5.06325, -0.44431], [1.89675, 5.95066, -1.47765], [1.18362, 5.51618, -2.58783], [0.72057, 4.21354, -2.65560], [1.21330, 1.04376, -2.69050], [0.97110, -0.32821, -2.73407], [1.59104, -1.13616, -3.67351], [2.49097, -0.59018, -4.57680], [2.77812, 0.76392, -4.51082], [2.14664, 1.57647, -3.57602], [-2.10312, -0.64823, -1.33917], [-1.11873, -1.09143, -0.45296], [-3.50224, -0.96678, -0.75098], [-3.65804, -1.22242, 0.60340], [-4.91484, -1.47124, 1.13644], [-6.03346, -1.46731, 0.31774], [-5.88772, -1.20617, -1.03718], [-4.63038, -0.95962, -1.56700], [-1.97713, -1.40857, -2.65806], [-1.85345, -0.82269, -3.90908], [-1.75882, -1.61127, -5.04991], [-1.78322, -2.99173, -4.95175], [-1.90273, -3.58814, -3.70178], [-2.00827, -2.79948, -2.57082], [-4.36850, 3.10846, 0.40345], [-4.35090, 2.72471, -1.32753], [-3.87709, 4.34377, -0.78521], [-2.32577, 3.56565, 1.61704], [-1.48891, 4.59092, 0.42467], [-0.74994, 3.06844, 0.95922], [-3.01576, 1.09305, -2.12193], [-1.12313, 1.88361, -3.18231], [1.85474, 3.07332, 0.30408], [2.70375, 5.39008, 0.42454], [2.24944, 6.97273, -1.42226], [0.98180, 6.19970, -3.40333], [0.16244, 3.89869, -3.52839], [0.29809, -0.77297, -2.01275], [1.35907, -2.19475, -3.70248], [2.97017, -1.21443, -5.32048], [3.49748, 1.19975, -5.19332], [2.39538, 2.62703, -3.54000], [-2.78545, -1.22467, 1.24394], [-5.02283, -1.66697, 2.19619], [-7.01467, -1.66730, 0.72933], [-6.75492, -1.19987, -1.68568], [-4.52905, -0.76365, -2.62825], [-1.81752, 0.25438, -4.01187], [-1.66127, -1.14378, -6.02182], [-1.71586, -3.60345, -5.84247], [-1.91653, -4.66755, -3.61371], [-2.12518, -3.24852, -1.59316], [0.30572, -4.27231, 0.46975], [0.67409, -2.93128, 1.67962], [0.09574, -3.75117, 3.23002], [2.50262, -3.16190, 1.83942], [3.04200, -4.35233, 2.32888], [4.40305, -4.49705, 2.52397], [5.25783, -3.44338, 2.23418], [4.74445, -2.26370, 1.72876], [3.37518, -2.10747, 1.50939], [2.69957, -0.54098, 0.80491], [3.32454, 0.64919, 2.06973], [3.91098, -0.18578, -0.53400], [0.84016, -5.19061, 0.71205], [0.58749, -3.93386, -0.52821], [-0.76651, -4.46436, 0.47484], [0.47517, -4.76731, 3.33402], [-0.99492, -3.77584, 3.20851], [0.40911, -3.15138, 4.08379], [2.39133, -5.18309, 2.57338], [4.80016, -5.42747, 2.91005], [6.32355, -3.54526, 2.39561], [5.42601, -1.45556, 1.49065], [4.40589, 0.57069, 2.18021], [2.84833, 0.45502, 3.03164], [3.06089, 1.65539, 1.73964], [4.91997, -0.09424, -0.13153], [3.62184, 0.74842, -1.01561], [3.87638, -0.97986, -1.27930], [0.21229, 1.58075, 3.18039], [-0.22184, 0.40012, 2.60073], [-0.57471, -0.51497, 3.58194], [-0.35034, 0.11045, 4.78510], [-0.51963, -0.36810, 6.06582], [-0.19723, 0.50221, 7.10254], [0.26601, 1.79033, 6.85618], [0.44093, 2.26366, 5.55953], [0.12724, 1.39412, 4.53810], [-0.88671, -1.36803, 6.25291], [-0.30694, 0.16476, 8.12468], [0.49588, 2.44064, 7.68962], [0.79939, 3.26294, 5.35345]],
  "mulliken_charge": [-4.00, -1.79, 1.10, -1.09, -0.15, -1.95, 0.39, -0.50, 2.39, 1.40, -0.02, -0.46, -0.95, -0.73, -1.05, 0.13, -0.21, 0.84, -0.95, -0.90, -1.05, -0.38, 2.28, 1.29, -0.09, -0.46, -0.90, -0.66, -1.07, -0.43, -0.34, 0.45, -0.81, -0.73, -0.86, -0.43, 0.33, 0.34, 0.41, 0.46, 0.34, -0.19, 1.25, 1.07, 0.26, 0.46, 0.39, 0.44, 0.46, -0.50, 0.42, 0.44, 0.42, 0.52, 0.24, 0.47, 0.40, 0.45, 0.44, 0.07, 0.49, 0.40, 0.45, 0.43, -1.41, 1.77, -1.59, 0.05, -0.71, -0.89, -0.85, -0.78, -0.09, 1.54, -1.35, -1.46, 0.51, 0.21, 0.40, 0.53, 0.44, 0.32, 0.26, 0.40, 0.41, 0.25, 0.58, 0.26, 0.26, 0.59, 0.26, 0.35, -0.85, 2.89, -0.27, 0.69, -1.28, -0.52, -0.58, -1.19, 0.52, 0.51, 0.41, 0.41, 0.54]
}

# 3
{
  "formula": "C13H37N3O9",
  "method": "ωB97M-V/def2-TZVPD",
  "orbital_gap_ev": 8.719,
  "e_tot_ha": -1358.86364,
  "spin_multiplicity": 1,
  "total_charge": 0,
  "smiles": "COCCNCCOC.NC(N)=O.OCCO.OCCO.OCCO",
  "lumo_ha": 0.013,
  "homo_energy_ev": -8.37,
  "symbols": ["C", "O", "C", "C", "N", "C", "C", "O", "C", "H", "H", "H", "H", "H", "H", "H", "H", "H", "H", "H", "H", "H", "H", "H", "N", "C", "N", "O", "H", "H", "H", "H", "O", "C", "C", "O", "H", "H", "H", "H", "H", "H", "O", "C", "C", "O", "H", "H", "H", "H", "H", "H", "O", "C", "C", "O", "H", "H", "H", "H", "H", "H"],
  "positions_angstrom": [[-1.36038, -1.97931, -1.09445], [-2.59027, -2.22098, -1.73373], [-2.64644, -1.71373, -3.04857], [-4.06728, -1.75299, -3.54912], [-4.84592, -0.67538, -2.96200], [-6.11884, -0.38709, -3.58161], [-7.06522, -1.58221, -3.80752], [-8.40149, -1.27403, -3.43243], [-9.03018, -0.40027, -4.33557], [-1.50758, -1.97733, -0.01969], [-0.88317, -1.04934, -1.42913], [-0.62185, -2.73692, -1.40289], [-1.99584, -2.34964, -3.67209], [-2.26255, -0.69089, -3.13739], [-4.52111, -2.72502, -3.32134], [-4.00915, -1.60483, -4.63118], [-4.83467, -0.68358, -1.95460], [-5.89348, 0.12970, -4.52633], [-6.66708, 0.35775, -3.00275], [-6.74014, -2.36644, -3.12297], [-7.05977, -1.93517, -4.84176], [-8.76357, -0.57690, -5.38620], [-8.79561, 0.65783, -4.16052], [-10.10432, -0.54777, -4.22518], [5.74797, 5.45933, -2.52829], [5.11935, 4.24869, -2.29140], [5.13048, 3.83105, -0.96624], [4.59239, 3.62026, -3.18540], [5.79026, 5.73334, -3.49130], [6.41519, 5.82184, -1.87189], [4.29638, 3.28168, -0.78891], [5.31325, 4.56570, -0.29989], [1.35586, -4.99953, 3.89376], [0.20798, -4.23177, 4.25845], [0.55909, -2.76340, 4.09965], [1.10547, -2.50615, 2.82282], [1.10614, -5.65161, 3.23632], [-0.64040, -4.48721, 3.62393], [-0.01681, -4.43756, 5.30802], [1.20494, -2.40577, 4.91033], [-0.33185, -2.13412, 4.17667], [1.91380, -3.01682, 2.71269], [6.13217, 0.78798, 3.05213], [4.96662, 1.19947, 3.78830], [5.38456, 2.28423, 4.74585], [6.56861, 1.94564, 5.45013], [5.84710, 0.37424, 2.23396], [4.23696, 1.63876, 3.09998], [4.59045, 0.29271, 4.26808], [4.60187, 2.46740, 5.48127], [5.55656, 3.22059, 4.20233], [7.25261, 1.83507, 4.78128], [3.07080, 2.05105, 0.32528], [1.80407, 2.32010, 0.92569], [1.37049, 1.13943, 1.73325], [1.11839, 0.04284, 0.88277], [3.09521, 1.12575, 0.05828], [1.89083, 3.22462, 1.52709], [1.08876, 2.57349, 0.13275], [0.47278, 1.34756, 2.32356], [2.21922, 0.94258, 2.40140], [0.64837, -0.65692, 1.34635]],
  "mulliken_charge": [-0.68, -0.33, -0.75, -0.39, -0.29, -0.79, -0.29, -0.43, -0.73, 0.23, 0.29, 0.31, 0.35, 0.39, 0.28, 0.34, 0.24, 0.24, 0.50, 0.32, 0.35, 0.33, 0.26, 0.26, -0.41, 0.55, -0.41, -0.61, 0.23, 0.20, 0.30, 0.24, -0.54, -0.37, -0.38, -0.46, 0.30, 0.31, 0.26, 0.28, 0.31, 0.28, -0.58, 0.41, -0.62, -0.53, 0.28, -0.18, 0.25, 0.31, 0.28, 0.33, -0.56, -0.59, -0.13, -0.47, 0.28, 0.36, 0.34, 0.41, 0.09, 0.20]
}